# 1
ORCA calculation (ωB97M-V/def2-TZVPD) on the molecule C5H13N.

Cartesian coordinates (Å):
C: -1.16689 0.05327 1.87325
C: -0.02779 -0.81470 1.27453
C: 0.23569 -0.46544 -0.17994
C: -0.95529 -0.73148 -1.09947
N: 0.63798 0.91983 -0.29225
C: 1.47050 1.18695 -1.47638
H: -2.14993 -0.29659 1.52702
H: -1.02331 1.13512 1.56833
H: -1.25853 -0.01978 2.97730
H: -0.26840 -1.87656 1.32266
H: 0.93577 -0.64702 1.82691
H: 1.08038 -1.07426 -0.54713
H: -1.29064 -1.79077 -1.00048
H: -0.60416 -0.53937 -2.13618
H: -1.77965 -0.02161 -0.84579
H: 1.11724 1.26287 0.61208
H: 0.89195 1.08315 -2.46124
H: 1.81029 2.23881 -1.40909
H: 2.34480 0.39757 -1.53414

LUMO level ... 1.1 eV
HOMO ... -8.64 eV
Energy above the lowest of the compared OMol25 structures with the same formula, charge and spin ... 76.9 kJ/mol
Total energy ... -6885.40023 eV

For each atom in turn, the Mulliken charge in e is: number 1, C, carries -1.073; number 2, C, carries -0.697; number 3, C, carries 0.328; number 4, C, carries -1.406; number 5, N, carries -0.389; number 6, C, carries -0.812; number 7, H, carries 0.273; number 8, H, carries 0.297; number 9, H, carries 0.346; number 10, H, carries 0.384; number 11, H, carries 0.315; number 12, H, carries 0.316; number 13, H, carries 0.345; number 14, H, carries 0.372; number 15, H, carries 0.309; number 16, H, carries 0.260; number 17, H, carries 0.218; number 18, H, carries 0.345; number 19, H, carries 0.268



# 2
ORCA calculation (ωB97M-V/def2-TZVPD) on the molecule C5H13N.

Cartesian coordinates (Å):
C: -2.03979 1.08773 -0.86187
C: -1.42619 -0.29608 -0.83903
N: 0.02777 -0.25598 -0.84220
C: 0.62444 -0.08407 0.48504
C: 0.99850 -1.41787 1.12807
C: 1.82636 0.83554 0.39317
H: -3.07808 1.04576 -1.10739
H: -1.94408 1.59563 0.09732
H: -1.60847 1.77747 -1.59569
H: -1.76885 -0.91937 -1.65922
H: -1.84583 -0.78060 0.06197
H: 0.39815 -1.08954 -1.27986
H: -0.09921 0.43253 1.12174
H: 1.18951 -1.32864 2.19319
H: 1.94667 -1.75235 0.70063
H: 0.25573 -2.19828 0.95224
H: 2.14888 1.34204 1.29884
H: 1.64414 1.65168 -0.31397
H: 2.75034 0.35440 0.06702

LUMO level ... 1.2 eV
HOMO ... -8.68 eV
Energy above the lowest of the compared OMol25 structures with the same formula, charge and spin ... 52.5 kJ/mol
Total energy ... -6885.65295 eV

For each atom in turn, the Mulliken charge in e is: number 1, C, carries -1.249; number 2, C, carries -0.341; number 3, N, carries -0.401; number 4, C, carries 0.626; number 5, C, carries -1.432; number 6, C, carries -1.454; number 7, H, carries 0.413; number 8, H, carries 0.273; number 9, H, carries 0.308; number 10, H, carries 0.455; number 11, H, carries 0.228; number 12, H, carries 0.265; number 13, H, carries 0.195; number 14, H, carries 0.375; number 15, H, carries 0.346; number 16, H, carries 0.370; number 17, H, carries 0.363; number 18, H, carries 0.362; number 19, H, carries 0.298



# 3
ORCA calculation (ωB97M-V/def2-TZVPD) on the molecule C5H13N.

Cartesian coordinates (Å):
C: 1.84494 0.50430 0.36800
C: 0.59323 -0.37147 0.31263
C: 0.56955 -1.27995 -0.91795
C: -0.69061 0.48114 0.42613
C: -1.93073 -0.39219 0.49339
N: -0.85265 1.46729 -0.64807
H: 1.75549 1.40407 -0.24002
H: 2.74489 -0.00868 0.02235
H: 2.00265 0.83918 1.38905
H: 0.57652 -0.99440 1.21536
H: -0.10966 -2.12182 -0.75569
H: 0.21846 -0.73151 -1.79488
H: 1.54073 -1.72237 -1.13076
H: -0.57586 1.00912 1.37387
H: -1.89577 -1.09052 1.34138
H: -2.82692 0.19937 0.66267
H: -2.05651 -0.93738 -0.44218
H: -0.75217 2.41084 -0.30350
H: -0.15558 1.33500 -1.37177

LUMO level ... 1.1 eV
HOMO ... -9.20 eV
Energy above the lowest of the compared OMol25 structures with the same formula, charge and spin ... 18.8 kJ/mol
Total energy ... -6886.00236 eV

For each atom in turn, the Mulliken charge in e is: number 1, C, carries -1.415; number 2, C, carries 0.317; number 3, C, carries -1.415; number 4, C, carries 0.285; number 5, C, carries -1.479; number 6, N, carries -0.658; number 7, H, carries 0.290; number 8, H, carries 0.379; number 9, H, carries 0.372; number 10, H, carries 0.312; number 11, H, carries 0.349; number 12, H, carries 0.301; number 13, H, carries 0.435; number 14, H, carries 0.378; number 15, H, carries 0.341; number 16, H, carries 0.394; number 17, H, carries 0.304; number 18, H, carries 0.255; number 19, H, carries 0.256



# 4
ORCA calculation (ωB97M-V/def2-TZVPD) on a cluster of 2 separate species, C5H13N in total.

Cartesian coordinates (Å):
C: -0.39819 0.74703 -2.82177
C: 0.68758 -0.33333 -2.61974
C: 1.73477 -0.42685 -3.46040
H: -0.14484 0.92560 -3.83399
H: -1.34924 0.31395 -2.50539
H: -0.17098 1.54295 -1.98116
H: 0.60341 -1.05557 -1.70125
H: 2.71629 -0.88245 -3.18719
H: 1.49811 0.10981 -4.33690
C: -0.72221 -1.18884 3.21382
N: -0.45470 0.26241 3.23094
C: -0.58581 1.00419 1.98257
H: -0.06236 -1.90391 2.49545
H: -0.28180 -1.65372 4.16446
H: -1.65966 -1.33977 2.92913
H: 0.50301 0.47394 3.32346
H: -1.60684 1.38839 2.00597
H: -0.57002 0.34304 1.08849
H: 0.26349 1.67313 2.01349

LUMO level (alpha / beta) ... -3.6 / -9.0 eV
HOMO (alpha / beta) ... -11.81 / -11.80 eV
Charge ... +1
Spin multiplicity ... 2
Energy above the lowest of the compared OMol25 structures with the same formula, charge and spin ... 412.8 kJ/mol
Total energy ... -6873.48235 eV

For each atom in turn, the Mulliken charge in e is: number 1, C, carries -0.820; number 2, C, carries 0.127; number 3, C, carries -0.677; number 4, H, carries 0.412; number 5, H, carries 0.228; number 6, H, carries 0.136; number 7, H, carries 0.158; number 8, H, carries 0.234; number 9, H, carries 0.206; number 10, C, carries -0.753; number 11, N, carries 0.063; number 12, C, carries -0.741; number 13, H, carries 0.338; number 14, H, carries 0.327; number 15, H, carries 0.422; number 16, H, carries 0.339; number 17, H, carries 0.338; number 18, H, carries 0.294; number 19, H, carries 0.369



# 5
ORCA calculation (ωB97M-V/def2-TZVPD) on the molecule C5H13N2.

Cartesian coordinates (Å):
C: 1.10287 0.50411 2.24172
C: 0.29348 0.91184 0.96069
C: -0.86502 -0.01340 0.61376
C: -0.79575 -0.96343 -0.58390
C: -0.19478 -0.74502 -1.74449
N: -0.24588 -1.68889 -2.87678
N: 0.14307 2.35499 0.97841
H: 1.39640 -0.53982 2.15439
H: 0.54966 0.67526 3.15751
H: 2.04398 1.04434 2.12538
H: 1.00798 0.61909 0.17015
H: -1.82056 0.53598 0.65250
H: -1.04297 -0.68849 1.46284
H: -1.18785 -1.95311 -0.35771
H: 0.25996 0.16309 -2.13926
H: -0.04238 -1.20296 -3.76051
H: -1.16813 -2.11282 -2.95268
H: 0.46190 -2.58054 -2.73892
H: 0.85336 2.94182 1.38241
H: -0.74935 2.73796 1.25451

LUMO level (alpha / beta) ... 0.9 / 0.9 eV
HOMO (alpha / beta) ... -3.78 / -8.94 eV
Spin multiplicity ... 2
Energy above the lowest of the compared OMol25 structures with the same formula, charge and spin ... 284.2 kJ/mol
Total energy ... -8371.33666 eV

For each atom in turn, the Mulliken charge in e is: number 1, C, carries -1.592; number 2, C, carries 0.615; number 3, C, carries -0.796; number 4, C, carries -0.729; number 5, C, carries -0.794; number 6, N, carries -1.451; number 7, N, carries -0.574; number 8, H, carries 0.388; number 9, H, carries 0.356; number 10, H, carries 0.444; number 11, H, carries 0.078; number 12, H, carries 0.396; number 13, H, carries 0.388; number 14, H, carries 0.238; number 15, H, carries 0.248; number 16, H, carries 0.788; number 17, H, carries 0.707; number 18, H, carries 0.886; number 19, H, carries 0.213; number 20, H, carries 0.187



# 6
ORCA calculation (ωB97M-V/def2-TZVPD) on the ion C5H13N2 with charge +1.

Cartesian coordinates (Å):
C: -0.42294 1.56207 1.31118
C: 0.29337 0.72556 0.66376
C: 1.67453 0.29850 0.58850
C: 2.50485 0.91807 -0.55322
N: -0.64794 -0.17236 -0.56536
C: -1.47830 -1.24179 0.07724
N: -2.68071 -1.23043 -0.60172
H: -1.36125 1.75469 0.87380
H: 0.14849 2.33222 1.98483
H: 1.65832 -0.73248 0.46527
H: 2.19064 0.77706 1.49954
H: 3.42414 0.31305 -0.82953
H: 2.73559 1.92876 -0.41914
H: 1.85245 1.03310 -1.47445
H: 0.07132 -0.45948 -1.19423
H: -1.35968 0.49306 -1.04706
H: -1.72350 -0.93724 1.19766
H: -0.98763 -2.21825 0.13678
H: -3.43483 -1.30504 -0.02357
H: -2.73817 -1.75174 -1.40366

LUMO level ... -2.9 eV
HOMO ... -14.29 eV
Charge ... +1
Energy above the lowest of the compared OMol25 structures with the same formula, charge and spin ... 365.4 kJ/mol
Total energy ... -8367.02318 eV

For each atom in turn, the Mulliken charge in e is: number 1, C, carries -0.721; number 2, C, carries 0.525; number 3, C, carries -0.690; number 4, C, carries -1.042; number 5, N, carries -0.382; number 6, C, carries -0.284; number 7, N, carries -0.451; number 8, H, carries 0.357; number 9, H, carries 0.296; number 10, H, carries 0.364; number 11, H, carries 0.320; number 12, H, carries 0.292; number 13, H, carries 0.386; number 14, H, carries 0.280; number 15, H, carries 0.329; number 16, H, carries 0.404; number 17, H, carries 0.366; number 18, H, carries 0.281; number 19, H, carries 0.189; number 20, H, carries 0.182



# 7
ORCA calculation (ωB97M-V/def2-TZVPD) on the ion C5H13N2 with charge +1.

Cartesian coordinates (Å):
C: -1.22605 -1.17967 -2.89834
N: -0.62064 -0.21048 -1.99305
C: -0.65098 -0.24198 -0.64855
C: -0.52959 0.80602 0.18725
C: -0.44343 0.66936 1.68554
C: 0.83813 -0.07808 2.09264
N: 2.00654 0.54199 1.34537
H: -0.61686 -1.31837 -3.77916
H: -2.21514 -0.84824 -3.19285
H: -1.39924 -2.09545 -2.34171
H: -0.61897 0.72817 -2.37265
H: -0.88607 -1.23789 -0.26525
H: -0.56643 1.79498 -0.25935
H: -0.42588 1.62389 2.21101
H: -1.29505 0.09188 2.05378
H: 0.78162 -1.09169 1.72104
H: 1.03956 0.01235 3.14139
H: 2.06153 0.06199 0.44247
H: 1.86880 1.50845 1.03753
H: 2.89815 0.46277 1.83288

LUMO level ... -3.3 eV
HOMO ... -11.52 eV
Charge ... +1
Energy above the lowest of the compared OMol25 structures with the same formula, charge and spin ... 190.3 kJ/mol
Total energy ... -8368.83853 eV

For each atom in turn, the Mulliken charge in e is: number 1, C, carries -0.819; number 2, N, carries -0.236; number 3, C, carries 0.312; number 4, C, carries -0.786; number 5, C, carries -0.766; number 6, C, carries -0.610; number 7, N, carries -0.320; number 8, H, carries 0.264; number 9, H, carries 0.313; number 10, H, carries 0.318; number 11, H, carries 0.224; number 12, H, carries 0.263; number 13, H, carries 0.348; number 14, H, carries 0.369; number 15, H, carries 0.340; number 16, H, carries 0.326; number 17, H, carries 0.388; number 18, H, carries 0.364; number 19, H, carries 0.349; number 20, H, carries 0.358



# 8
ORCA calculation (ωB97M-V/def2-TZVPD) on the ion C5H13N2 with charge +1.

Cartesian coordinates (Å):
N: -1.68855 -1.90970 -0.84194
C: -1.10504 -0.70115 -0.97603
C: 0.23016 -0.40121 -1.13799
C: 0.70010 1.04237 -1.02342
C: 0.94912 1.64235 0.36664
C: 0.23130 0.95700 1.52390
N: 0.68679 -0.45708 1.64974
H: -2.59186 -1.94348 -0.40491
H: -1.31360 -2.75385 -1.24154
H: -1.75483 0.17302 -1.04680
H: 0.70806 -0.96381 -1.94101
H: 0.00124 1.71170 -1.54511
H: 1.58881 1.08001 -1.64309
H: 2.02305 1.65981 0.59346
H: 0.70295 2.70553 0.40499
H: 0.25795 1.44637 2.48671
H: -0.81707 0.93860 1.22741
H: 0.82571 -0.86892 0.69550
H: 0.19825 -1.05514 2.31540
H: 1.63521 -0.44322 2.05142

LUMO level ... -3.2 eV
HOMO ... -11.95 eV
Charge ... +1
Energy above the lowest of the compared OMol25 structures with the same formula, charge and spin ... 238.5 kJ/mol
Total energy ... -8368.33873 eV

For each atom in turn, the Mulliken charge in e is: number 1, N, carries -0.421; number 2, C, carries -0.084; number 3, C, carries -0.923; number 4, C, carries -0.414; number 5, C, carries -0.686; number 6, C, carries -0.655; number 7, N, carries -0.219; number 8, H, carries 0.224; number 9, H, carries 0.217; number 10, H, carries 0.429; number 11, H, carries 0.442; number 12, H, carries 0.340; number 13, H, carries 0.295; number 14, H, carries 0.309; number 15, H, carries 0.355; number 16, H, carries 0.468; number 17, H, carries 0.306; number 18, H, carries 0.267; number 19, H, carries 0.348; number 20, H, carries 0.403